Below is 8 unconnected molecules or ions with the total composition C26H54N6O10 in a non-equilibrium geometry, with properties calculated with wB97M-V/def2-TZVPD.

Structure (XYZ):
```
96
Properties=species:S:1:pos:R:3:mulliken_charge:R:1
O -0.22 -10.48 -17.57 -0.61
C 0.14 -11.20 -18.46 0.51
C -0.34 -12.61 -18.62 0.78
C 0.05 -12.88 -20.12 -0.56
C 1.24 -11.89 -20.33 -0.52
O 0.99 -10.82 -19.41 -0.32
H 0.07 -13.36 -17.93 0.36
H -1.41 -12.83 -18.40 -0.71
H 0.37 -13.88 -20.32 0.47
H -0.87 -12.73 -20.75 0.10
H 2.22 -12.27 -20.08 0.28
H 1.34 -11.37 -21.25 0.35
O -6.38 -17.58 -21.24 -0.60
C -5.41 -16.92 -21.50 0.49
C -5.00 -15.61 -20.97 -0.01
C -3.46 -15.59 -21.06 -0.11
C -3.36 -16.43 -22.38 -0.59
O -4.42 -17.40 -22.30 -0.39
H -5.40 -14.95 -21.79 -0.02
H -5.44 -15.40 -20.00 0.28
H -3.14 -14.57 -21.31 -0.04
H -2.85 -16.09 -20.36 0.34
H -3.66 -15.88 -23.27 0.27
H -2.40 -16.90 -22.61 0.36
C -0.65 -6.40 -20.63 -0.87
N -0.20 -7.69 -20.92 0.25
C -0.93 -8.76 -20.25 -0.70
C 0.95 -7.96 -21.55 0.05
O 1.39 -9.06 -21.80 -0.53
H -0.16 -5.76 -21.35 0.39
H -0.46 -6.08 -19.59 0.22
H -1.70 -6.49 -20.82 0.30
H -2.01 -8.67 -20.25 0.12
H -0.75 -9.71 -20.75 0.18
H -0.60 -8.94 -19.17 0.30
H 1.46 -7.02 -21.95 0.24
C -5.27 -13.30 -14.94 -0.90
N -4.01 -13.66 -15.54 0.17
C -2.83 -13.68 -14.73 -0.92
C -3.88 -13.73 -16.92 0.13
O -2.84 -13.99 -17.49 -0.70
H -6.01 -13.34 -15.74 0.24
H -5.26 -12.32 -14.51 0.35
H -5.52 -14.03 -14.17 0.37
H -2.47 -14.77 -14.60 0.26
H -2.04 -13.14 -15.29 0.26
H -2.97 -13.23 -13.76 0.40
H -4.82 -13.59 -17.41 0.31
C -6.69 -3.97 -19.13 -0.90
N -6.63 -5.05 -20.07 0.17
C -7.73 -5.36 -20.91 -0.84
C -5.41 -5.66 -20.24 0.33
O -4.37 -5.52 -19.63 -0.63
H -7.43 -4.30 -18.35 0.32
H -7.00 -3.04 -19.61 0.30
H -5.70 -3.88 -18.64 0.25
H -7.46 -6.13 -21.68 0.28
H -8.50 -5.74 -20.27 0.34
H -8.09 -4.42 -21.45 0.27
H -5.52 -6.51 -21.02 0.15
C -7.86 -13.53 -21.38 -0.88
N -8.36 -13.26 -20.09 0.30
C -8.05 -12.08 -19.38 -0.68
C -9.57 -13.81 -19.79 0.02
O -10.28 -13.48 -18.81 -0.60
H -8.42 -13.05 -22.22 0.33
H -7.78 -14.63 -21.60 0.30
H -6.87 -13.15 -21.43 0.19
H -8.75 -11.98 -18.54 0.35
H -6.98 -11.97 -19.05 0.01
H -8.21 -11.14 -20.00 0.30
H -9.85 -14.66 -20.39 0.38
C -1.85 -8.40 -15.23 -1.17
N -2.76 -8.40 -14.10 0.11
C -2.20 -8.26 -12.76 -1.06
C -4.06 -8.24 -14.34 0.30
O -4.99 -8.09 -13.55 -0.63
H -0.88 -8.33 -14.82 0.48
H -2.05 -7.62 -15.95 0.36
H -1.81 -9.36 -15.75 0.36
H -1.72 -7.30 -12.53 0.33
H -2.98 -8.29 -12.01 0.35
H -1.55 -9.13 -12.60 0.37
H -4.26 -8.13 -15.42 0.19
C -4.92 -8.80 -18.97 -1.16
N -4.31 -10.11 -19.25 0.84
C -3.35 -10.59 -18.28 0.10
C -4.50 -10.75 -20.46 -0.18
O -3.89 -11.79 -20.81 -0.52
H -5.87 -8.77 -19.53 0.36
H -4.25 -7.99 -19.14 0.33
H -5.31 -8.77 -17.89 0.18
H -3.81 -10.62 -17.28 0.24
H -3.00 -11.58 -18.60 -0.31
H -2.46 -9.94 -18.19 -0.23
H -5.25 -10.23 -21.14 0.25
```

The value obtained for the relative energy (zero: lowest compared OMol25 entry of this formula, charge and spin) is 156.3 kJ/mol. Its molar mass is 610.75 Da. Its SMILES is O=C1CCCO1.O=C1CCCO1.CN(C)C=O.CN(C)C=O.CN(C)C=O.CN(C)C=O.CN(C)C=O.CN(C)C=O. The spin multiplicity is 1. The highest occupied orbital energy comes out at -9.165 eV.